Entry 1:
Computed, not measured: a 2-piece molecular cluster, CH4F2Si overall in a non-equilibrium geometry, with ωB97M-V/def2-TZVPD.

Atoms and positions in Å:
C: 0.58935 -0.07668 -0.94751
H: 1.07604 -0.91876 -0.39600
F: -3.13262 0.63065 1.60904
H: 0.29630 0.84476 -0.36457
F: -1.92877 2.59953 1.86514
H: -0.93824 0.86645 2.97944
Si: -1.62263 1.03448 1.79667
H: 0.11314 -0.53566 -1.75779

## Properties
E_tot: -529.6776 Ha
Molar mass: 82.12 g mol⁻¹
Max |F|: 2.9 eV/A
Kohn-Sham gap (alpha / beta): 8.12 / 8.54 eV

Entry 2:
Computed, not measured: an isolated ion of composition CH4F3N2 and charge +1 in a non-equilibrium geometry, with ωB97M-V/def2-TZVPD.

Atoms and positions in Å:
N: 0.43043 -2.15389 0.60524
F: -0.39499 -2.24027 1.67124
H: 0.25002 0.92570 -0.72967
H: -0.75245 -1.47819 -0.79062
H: -0.65027 0.31602 0.73317
F: 1.54107 -1.84059 1.21844
F: 0.47229 -3.35076 0.10936
N: 0.09476 -1.12560 -0.40807
C: 0.29088 0.18168 0.12631
H: 1.25683 0.07982 0.76260

## Properties
E_tot: -449.0236 Ha
Molar mass: 101.05 g mol⁻¹
Net charge: +1
SMILES: CN[N+](F)(F)F
Max |F|: 4.6 eV/A
Kohn-Sham gap: 12.61 eV

Please write out number 1 again, unchanged.
Computed, not measured: a 2-piece molecular cluster, CH4F2Si overall in a non-equilibrium geometry, with ωB97M-V/def2-TZVPD.

Atoms and positions in Å:
C: 0.58935 -0.07668 -0.94751
H: 1.07604 -0.91876 -0.39600
F: -3.13262 0.63065 1.60904
H: 0.29630 0.84476 -0.36457
F: -1.92877 2.59953 1.86514
H: -0.93824 0.86645 2.97944
Si: -1.62263 1.03448 1.79667
H: 0.11314 -0.53566 -1.75779

## Properties
E_tot: -529.6776 Ha
Molar mass: 82.12 g mol⁻¹
Max |F|: 2.9 eV/A
Kohn-Sham gap (alpha / beta): 8.12 / 8.54 eV

- Number 1 is which compound?
  CH4F2Si

Copy entry 2 word for word.
Computed, not measured: an isolated ion of composition CH4F3N2 and charge +1 in a non-equilibrium geometry, with ωB97M-V/def2-TZVPD.

Atoms and positions in Å:
N: 0.43043 -2.15389 0.60524
F: -0.39499 -2.24027 1.67124
H: 0.25002 0.92570 -0.72967
H: -0.75245 -1.47819 -0.79062
H: -0.65027 0.31602 0.73317
F: 1.54107 -1.84059 1.21844
F: 0.47229 -3.35076 0.10936
N: 0.09476 -1.12560 -0.40807
C: 0.29088 0.18168 0.12631
H: 1.25683 0.07982 0.76260

## Properties
E_tot: -449.0236 Ha
Molar mass: 101.05 g mol⁻¹
Net charge: +1
SMILES: CN[N+](F)(F)F
Max |F|: 4.6 eV/A
Kohn-Sham gap: 12.61 eV

- Among the records above, which one has the lowest E_tot?
  CH4F2Si